No. 1
A cluster of 2 separate species, C2H5NO3 in total in a non-equilibrium geometry. Source: the OMol25 dataset; level of theory: wB97M-V/def2-TZVPD.

Geometry as XYZ:
```
11
Properties=species:S:1:pos:R:3:forces:R:3
C -0.443772 1.252767 0.018170 2.20 0.79 -0.46
C -0.283924 -1.045545 0.308912 1.52 -1.45 1.49
N 0.379105 0.243221 0.249954 4.26 -3.11 -0.57
O -1.574089 1.203126 0.353433 -3.12 0.19 0.46
O -1.166714 -1.379973 -0.709591 0.02 2.31 -0.40
O 2.122887 0.139710 -0.462748 -4.25 -0.73 0.17
H 0.082771 2.032693 -0.410497 0.70 2.50 -1.04
H 0.410680 -1.897441 0.418353 0.11 0.74 -0.15
H -0.705082 -0.919762 1.323237 -0.71 -0.36 -0.39
H -1.468734 -0.474757 -1.001363 -0.44 -1.68 0.11
H 2.646875 0.845964 -0.087856 -0.29 0.79 0.78
```
Positions in Å, forces in eV/Å.

ΔE to the lowest compared entry with this formula, charge and spin: 483.4 kJ/mol
Frontier orbital gap: 9.06 eV


No. 2
A structure of composition C17H23AuN5OS. Source: the OMol25 dataset; level of theory: wB97M-V/def2-TZVPD.

Geometry as XYZ:
```
48
Properties=species:S:1:pos:R:3:forces:R:3
Au -0.166224 0.369095 0.275081 -0.35 -0.90 0.19
C 4.211365 -0.392339 -1.692790 -0.03 -0.05 -0.01
C 2.761922 -0.244904 -1.335761 -0.01 0.05 0.17
N 2.280452 -0.105101 -0.160558 0.19 -0.28 -0.09
N 3.103437 -0.116683 0.922577 -0.07 0.03 -0.03
C 2.651339 0.276836 2.141336 -0.15 0.10 0.02
N 3.535551 0.144360 3.139555 0.03 -0.01 -0.01
S 1.130274 0.925247 2.427803 0.26 0.01 0.04
C 1.764403 -0.230771 -2.444751 -0.21 0.07 0.07
C 2.113793 -0.573919 -3.743116 0.04 -0.01 0.03
C 1.143551 -0.520213 -4.732505 -0.07 0.01 -0.03
C -0.136751 -0.119227 -4.397861 0.06 -0.04 -0.08
C -0.399026 0.198456 -3.074204 0.02 0.02 0.12
N 0.520885 0.143174 -2.121494 0.21 -0.04 -0.36
H 4.894309 -0.232197 -0.862834 -0.01 0.04 0.01
H 4.468248 0.331958 -2.465506 0.02 -0.02 -0.01
H 4.403207 -1.389729 -2.092526 0.01 0.01 0.00
H 4.065170 -0.404317 0.819504 -0.01 -0.03 0.00
H 4.414652 -0.334012 3.032449 -0.01 0.00 0.00
H 3.250403 0.422187 4.062627 0.01 -0.01 -0.01
H 3.118476 -0.886355 -3.988102 0.00 0.01 0.01
H 1.388085 -0.788333 -5.751452 0.01 0.00 0.00
H -0.918316 -0.053870 -5.141163 -0.01 0.00 0.00
H -1.386389 0.518305 -2.760380 0.00 0.01 0.00
O -1.449250 -1.539399 0.323961 0.44 0.58 -0.06
C -5.435302 0.207891 1.385666 0.03 -0.06 0.00
N -4.047864 -0.224067 1.074219 -0.02 -0.06 0.00
C -3.177887 -0.069158 2.279112 0.06 -0.03 -0.01
C -3.524256 0.450860 -0.194502 -0.09 0.12 -0.04
C -2.905924 1.788124 0.052124 -0.05 -0.06 -0.08
C -3.696036 2.939078 0.020815 -0.01 0.04 0.01
C -3.140504 4.187380 0.239026 -0.01 0.02 0.01
C -1.779484 4.289630 0.489070 0.06 -0.09 -0.02
C -0.985513 3.148509 0.510418 -0.20 0.01 -0.03
C -1.532065 1.881168 0.278926 -0.14 0.66 0.17
H -5.798767 -0.349242 2.245531 0.00 0.01 0.00
H -6.071511 0.020651 0.524801 -0.01 0.01 0.00
H -5.414625 1.270451 1.614104 -0.01 0.01 0.00
H -4.042761 -1.219848 0.845039 0.07 0.00 0.03
H -3.061391 0.991195 2.487969 -0.01 -0.03 -0.01
H -2.213054 -0.529131 2.077428 -0.06 0.06 -0.04
H -3.671499 -0.566423 3.111432 0.00 -0.01 -0.02
H -4.385629 0.512886 -0.859275 0.00 0.01 0.01
H -2.781405 -0.236607 -0.582262 0.00 -0.12 0.02
H -4.756329 2.861303 -0.197154 0.00 -0.04 -0.01
H -3.760970 5.073091 0.207975 0.00 -0.01 0.00
H -1.330883 5.260398 0.658357 0.00 -0.01 0.01
H 0.074494 3.247912 0.707790 0.01 0.02 0.00
```
Positions in Å, forces in eV/Å.

ΔE to the lowest compared entry with this formula, charge and spin: 0.0 kJ/mol
Frontier orbital gap (spin up / spin down): 7.05 / 7.07 eV
Multiplicity: 3
Total charge: +1


No. 3
A cluster of 2 separate species, C19H16Cl3FO4S in total in a non-equilibrium geometry. Source: the OMol25 dataset; level of theory: wB97M-V/def2-TZVPD.

Geometry as XYZ:
```
44
Properties=species:S:1:pos:R:3:forces:R:3
O 3.553474 -1.700438 2.146941 -0.63 0.54 -0.06
C 2.783162 -0.970058 1.558664 0.14 -0.04 0.12
C 3.148435 0.432443 1.109098 -0.49 -0.92 -0.13
C 3.850828 1.304938 1.907147 0.39 -0.01 0.72
C 4.128234 2.587370 1.466594 0.05 -0.12 0.23
C 3.696542 2.950284 0.207235 0.44 0.46 0.48
F 4.001234 4.195886 -0.190358 -0.22 -0.07 -0.30
C 2.992727 2.100872 -0.608403 -0.35 0.14 -1.09
C 2.712337 0.832432 -0.153358 -0.29 -0.79 0.18
C 1.904797 -0.179515 -0.941443 -0.20 0.29 -0.21
O 2.005036 -0.321747 -2.144529 -0.19 0.25 0.77
C 0.928869 -0.970510 -0.086206 0.77 0.55 -0.55
C -0.349987 -1.251519 -0.511193 0.04 -0.27 0.38
C -1.193782 -1.944212 0.362916 -1.31 -0.04 -1.32
C -2.625292 -2.195455 -0.116838 0.06 -0.43 0.87
C -3.580986 -1.026793 0.216281 0.43 0.51 -0.40
C -3.018482 0.377892 -0.170444 -0.79 0.01 0.36
C -2.305020 1.081520 1.005445 -0.80 -0.67 0.32
S -2.659939 2.864950 1.027967 2.21 0.73 -1.26
O -1.535954 3.556813 1.577952 -0.16 -0.35 1.13
O -2.954053 3.270147 -0.311029 -1.24 -0.36 0.03
Cl -4.257796 3.208662 2.274777 0.18 -0.43 -0.34
C -0.763667 -2.371916 1.599729 0.51 0.14 0.36
C 0.537427 -2.076131 2.007283 -0.36 -0.51 0.69
C 1.369739 -1.373982 1.174796 0.96 0.45 -0.11
H 4.160096 0.984564 2.901479 0.01 0.05 -0.25
H 4.659968 3.300733 2.091432 -0.11 -0.12 -0.19
H 2.636263 2.414560 -1.587983 0.19 0.03 0.18
H -0.729758 -0.925912 -1.476542 0.29 -0.11 0.05
H -2.958268 -3.114103 0.393636 -0.17 0.30 -0.19
H -2.659489 -2.430238 -1.188590 0.18 0.29 0.18
H -4.522867 -1.144061 -0.336496 0.21 -0.22 0.24
H -3.817470 -0.983461 1.289272 -0.02 -0.30 -0.26
H -3.898553 0.988391 -0.417669 0.32 -0.09 -0.09
H -2.399496 0.339489 -1.072187 -0.11 0.14 0.24
H -2.677113 0.650041 1.946016 0.14 0.35 -0.12
H -1.215083 0.964525 1.018180 -0.19 0.46 -0.12
H -1.411886 -2.924433 2.277908 -0.01 0.12 -0.25
H 0.863266 -2.389975 2.998687 0.13 0.07 -0.29
C 0.365772 -1.700905 -4.529032 0.12 -0.13 0.06
Cl -1.038711 -0.620736 -4.563418 -0.05 0.00 0.14
Cl 1.188796 -1.741306 -6.091926 0.02 -0.05 0.01
H 1.058992 -1.346441 -3.775719 -0.04 0.11 -0.07
H 0.027659 -2.702667 -4.286071 -0.08 0.03 -0.13
```
Positions in Å, forces in eV/Å.

SMILES string: O=C1c2ccc(F)cc2C(=O)c2cc(CCCCS(=O)(=O)Cl)ccc21.ClCCl
Frontier orbital gap: 8.92 eV


Number 1: E_tot -9783.1794 eV. Number 2: E_tot -42017.5518 eV. Number 3: E_tot -79272.2929 eV.